229
Properties=species:S:1:pos:R:3:forces:R:3 method="wB97M-V/def2-TZVPD" multiplicity=1 e_above_lowest_kcal_mol=53.7 homo_lumo_gap_ev=9.0 total_charge=0
C -15.9672 -9.8547 -2.0186 -0.359 -0.035 0.141
O -17.1765 -9.0326 -2.2367 2.722 -0.423 -1.913
C -16.9374 -8.1670 -3.4255 -1.062 -0.514 0.192
C -18.2550 -7.4615 -3.8219 1.069 -0.738 1.243
N -18.4633 -6.3011 -2.9626 -0.961 1.004 -1.458
C -19.6410 -5.5381 -3.4426 -0.285 -0.595 0.574
C -20.9426 -6.3912 -3.5095 0.656 -0.632 0.723
O -21.1436 -7.2165 -2.3271 -0.377 1.166 -0.854
C -21.9104 -6.5567 -1.3120 0.632 -0.605 0.009
H -15.4074 -10.1338 -2.9112 -0.350 0.534 -0.566
H -16.1600 -10.8374 -1.5883 -0.923 0.206 0.222
H -15.2324 -9.4112 -1.3466 -0.227 0.594 0.095
H -16.6197 -8.6963 -4.3238 -0.057 -0.989 0.246
H -16.0860 -7.5101 -3.2468 -0.313 0.510 0.421
H -19.0748 -8.1787 -3.7808 0.006 -0.444 0.515
H -18.2450 -7.2690 -4.8948 0.416 0.924 0.007
H -18.6626 -6.5658 -2.0085 0.074 -0.400 0.293
H -19.4477 -5.1890 -4.4569 0.103 0.145 -0.115
H -19.7772 -4.6637 -2.8061 -0.012 0.058 0.118
H -20.8175 -7.0910 -4.3357 -0.194 -0.086 0.029
H -21.8364 -5.8012 -3.7126 0.000 0.215 0.047
H -22.8390 -6.1362 -1.6980 -0.023 0.045 -0.124
H -21.3101 -5.8029 -0.8026 -0.022 0.251 -0.033
H -22.1378 -7.3302 -0.5785 -0.128 0.051 -0.002
C -19.8593 1.2500 -11.0163 0.028 0.933 0.567
O -19.9010 0.0569 -10.2962 -0.741 -1.067 -0.754
C -21.0849 -0.0780 -9.5150 0.720 -0.866 0.051
C -21.0915 -1.4621 -8.8403 -0.527 0.364 0.357
N -21.3040 -2.6866 -9.6318 1.337 0.018 -0.799
C -20.1736 -3.0458 -10.5478 -0.015 0.726 -0.029
C -18.8789 -3.2699 -9.7686 -0.863 -0.866 -0.198
O -19.2036 -4.1972 -8.7051 -0.103 1.718 -0.834
C -18.1879 -4.4779 -7.8047 0.190 -0.688 0.682
H -19.6833 2.0518 -10.2992 0.287 0.463 0.088
H -20.8086 1.5315 -11.4721 -0.126 -0.405 -0.435
H -19.0429 1.2480 -11.7385 -0.152 -0.223 0.006
H -22.0582 -0.0813 -10.0057 0.132 0.594 -1.119
H -21.0510 0.7883 -8.8544 -0.422 -0.233 0.779
H -21.9848 -1.4453 -8.2159 0.116 0.212 0.463
H -20.2172 -1.5112 -8.1912 -0.058 -0.496 -0.159
H -22.1158 -2.5792 -10.2231 -0.274 0.119 0.107
H -20.0224 -2.2297 -11.2543 0.442 0.295 0.028
H -20.3855 -3.8678 -11.2315 -0.495 -0.507 0.680
H -18.5095 -2.2765 -9.5140 0.110 -0.005 1.063
H -18.0977 -3.6912 -10.4013 0.006 -0.220 -0.243
H -17.5772 -5.3018 -8.1738 0.442 0.034 -0.022
H -18.6658 -4.8239 -6.8882 -0.123 -0.190 0.093
H -17.5615 -3.6484 -7.4764 0.136 0.370 -0.447
C -14.1314 -6.2151 -1.6076 0.157 -0.035 -0.305
O -12.9036 -5.8849 -1.0046 0.225 2.560 -0.537
C -12.6571 -4.4169 -1.1276 0.721 -0.869 3.142
C -11.9110 -4.0103 0.2201 -1.242 0.446 -0.307
N -12.6764 -4.3195 1.4898 1.273 0.182 -0.865
C -11.8696 -3.9670 2.7164 -0.008 0.450 -1.235
C -11.6109 -2.4400 2.9261 -0.598 -0.002 1.242
O -11.6020 -2.2091 4.3432 -0.444 1.140 0.679
C -11.8141 -0.7887 4.6862 0.713 -1.732 -0.356
H -14.1335 -7.3033 -1.6700 -0.404 0.087 -0.077
H -14.2176 -5.7595 -2.5940 0.186 -0.248 -0.515
H -15.0004 -5.8110 -1.0884 -0.078 -0.229 0.557
H -13.5648 -3.8148 -1.1671 -0.428 -0.483 -0.056
H -12.0235 -4.1165 -1.9621 0.094 -0.560 -0.155
H -11.8119 -2.9248 0.2224 0.259 0.040 -0.295
H -10.9163 -4.4551 0.1895 0.211 -0.112 0.204
H -12.6432 -5.3285 1.4601 -0.600 -0.392 0.336
H -10.9267 -4.5090 2.6439 0.405 0.171 0.213
H -12.3909 -4.3718 3.5839 -0.128 0.327 -0.022
H -12.3981 -1.7835 2.5554 -0.437 -0.409 -0.684
H -10.6737 -2.0251 2.5550 0.280 -0.490 -0.471
H -11.6005 -0.6709 5.7486 0.089 -0.170 -0.112
H -12.8390 -0.4598 4.5142 -0.078 -0.141 -0.313
H -11.0978 -0.2102 4.1028 -0.089 0.337 0.012
C -9.6281 4.3181 -8.1543 -0.963 -0.293 -0.871
O -8.5583 5.1729 -7.8950 0.105 0.482 -0.733
C -7.7509 4.7242 -6.8334 -0.729 0.232 0.622
C -7.1611 3.3615 -7.0856 0.689 0.157 -0.767
N -7.9031 2.2322 -6.6204 0.028 -1.118 1.201
C -7.8452 2.0965 -5.1608 -1.703 0.378 0.245
C -9.0810 1.2355 -4.7007 1.976 0.290 -1.354
O -10.3627 1.7387 -5.0782 1.880 0.457 0.549
C -11.3114 0.7175 -4.9320 -0.373 0.879 0.487
H -10.3068 4.7551 -8.8867 0.317 0.383 -0.125
H -10.2893 4.0856 -7.3195 0.260 0.140 0.736
H -9.3481 3.3600 -8.5920 0.393 -0.089 -0.040
H -8.4616 4.7092 -6.0071 0.369 -0.209 0.791
H -6.9763 5.4617 -6.6232 -0.135 0.164 -0.280
H -6.1439 3.2800 -6.7027 0.012 0.066 0.374
H -6.9977 3.3155 -8.1623 -0.162 -0.209 -0.263
H -8.8936 2.2510 -6.8171 0.018 0.383 -0.453
H -7.8621 3.0679 -4.6667 -0.355 0.421 0.103
H -6.9141 1.6854 -4.7707 0.016 -0.673 -0.358
H -8.9272 1.0046 -3.6466 -0.674 0.003 0.214
H -8.9198 0.3478 -5.3123 -0.110 -0.692 0.289
H -12.2316 1.3011 -4.9591 -0.475 -0.805 -0.281
H -11.2135 0.2533 -3.9506 -0.076 -0.150 0.112
H -11.1942 -0.0444 -5.7026 -0.297 -0.052 -0.129
C -16.8320 1.2085 -9.1536 -0.329 0.728 -0.685
O -15.4986 1.0262 -8.8232 0.983 0.742 0.350
C -15.2314 -0.2367 -8.2668 0.273 0.008 0.354
C -13.7855 -0.2758 -7.7661 -0.125 -0.878 -1.247
N -12.9103 -0.5129 -8.9272 1.155 0.935 0.709
C -11.4574 -0.3050 -8.6280 -0.712 0.902 -1.259
C -11.1099 1.2268 -8.6623 1.200 -1.187 0.437
O -11.3876 1.9320 -9.8541 -0.686 0.346 0.250
C -10.7079 1.5011 -11.0160 -0.302 -0.817 0.303
H -17.1480 0.4816 -9.9018 -0.459 -0.532 0.405
H -16.9601 2.1576 -9.6741 0.419 0.245 0.047
H -17.4497 1.3079 -8.2611 -0.360 -0.636 0.061
H -15.4382 -0.9414 -9.0723 0.107 -0.634 0.271
H -15.8715 -0.4371 -7.4076 -0.414 -0.035 0.079
H -13.5841 -1.1567 -7.1565 -0.523 0.196 0.604
H -13.6048 0.6486 -7.2176 0.192 0.077 0.157
H -13.0642 0.2600 -9.5588 -0.472 0.168 -0.524
H -10.9305 -0.8172 -9.4331 0.235 0.068 -0.081
H -11.0810 -0.7776 -7.7208 -0.427 0.147 0.241
H -10.0389 1.3029 -8.4750 0.412 -0.119 0.056
H -11.5594 1.7271 -7.8045 -0.458 0.222 -0.340
H -11.0305 0.4801 -11.2202 0.064 -0.156 -0.429
H -9.6243 1.4692 -10.9027 0.204 0.247 0.193
H -10.9799 2.1324 -11.8618 -0.049 0.103 0.287
C -16.2526 -3.6343 -4.4158 0.730 0.309 -0.635
C -15.8030 -2.7677 -3.2177 0.147 -0.191 -1.803
C -15.2478 -1.3544 -3.5611 1.086 -1.749 -0.231
O -13.9870 -1.4250 -4.3328 -2.353 1.069 0.283
C -12.9257 -1.9925 -3.6190 -0.461 -0.324 -0.641
N -16.9537 -2.6770 -2.3493 0.376 -0.064 0.869
H -16.4914 -4.6194 -4.0150 -0.110 -0.153 -0.115
H -15.5047 -3.7480 -5.2005 0.385 -0.090 0.083
H -17.1218 -3.2584 -4.9555 -0.268 0.270 0.309
H -15.0339 -3.3941 -2.7657 0.225 0.369 0.468
H -15.0635 -0.8689 -2.6027 0.162 0.378 0.131
H -16.0113 -0.8064 -4.1132 0.406 0.118 -0.228
H -13.1141 -3.0658 -3.5940 0.480 -0.216 0.387
H -12.8671 -1.5647 -2.6182 0.309 -0.065 0.256
H -12.0366 -1.7901 -4.2162 0.129 -0.091 0.365
H -17.4391 -3.5339 -2.5733 -0.614 -0.171 0.649
H -17.5429 -1.9186 -2.6620 -0.260 0.041 -0.154
C -14.8964 -4.9605 -10.4701 -0.890 0.320 0.107
C -14.5035 -3.6929 -9.7240 -0.383 -0.386 -0.453
C -13.4010 -3.9955 -8.7336 0.359 0.367 1.116
O -13.9374 -4.6805 -7.5743 0.180 -0.416 0.138
C -12.8962 -5.0623 -6.6590 0.707 0.670 -1.159
N -14.1951 -2.6619 -10.7135 0.218 0.092 0.222
H -15.7596 -4.7762 -11.1096 0.008 0.263 -0.119
H -15.2499 -5.7134 -9.7656 0.572 -0.355 -0.052
H -14.0886 -5.2639 -11.1361 0.105 -0.379 0.268
H -15.3517 -3.3236 -9.1476 -0.181 -0.058 0.093
H -12.9127 -3.0755 -8.4123 -0.242 0.448 0.278
H -12.5654 -4.5109 -9.2072 -0.065 -0.827 -0.122
H -12.3376 -4.1543 -6.4321 0.402 0.123 0.114
H -12.2325 -5.7674 -7.1596 0.250 -0.023 -0.049
H -13.1124 -5.5131 -5.6905 -1.282 0.045 -0.302
H -14.0190 -1.7956 -10.2251 -0.035 0.239 0.222
H -13.2808 -2.8318 -11.1074 0.217 -0.414 -0.408
C -18.6231 -0.9433 -5.9101 -0.137 0.684 -0.196
C -19.6648 -1.3796 -4.8831 1.234 -0.430 -0.298
C -19.6798 -0.3680 -3.7311 0.196 -1.052 -1.151
O -18.4081 -0.4595 -3.1418 -0.481 0.515 0.146
C -18.3078 0.4628 -2.0982 1.436 0.368 0.523
N -20.9558 -1.5142 -5.4590 -1.443 0.700 -0.298
H -18.8190 0.0952 -6.1768 -0.093 0.151 -0.245
H -18.6541 -1.5273 -6.8299 -0.009 -0.177 0.101
H -17.6037 -0.9530 -5.5244 -0.130 -0.259 0.118
H -19.3299 -2.3709 -4.5779 0.305 -0.106 0.930
H -20.4706 -0.5775 -3.0108 -0.131 -0.028 0.182
H -19.8122 0.6268 -4.1565 -0.244 0.203 0.018
H -17.2923 0.3911 -1.7087 0.021 -0.310 0.269
H -19.0057 0.2548 -1.2872 -0.198 0.159 -0.031
H -18.3373 1.4912 -2.4584 -0.647 0.167 -0.090
H -21.6142 -1.8347 -4.7635 -0.164 -0.077 -0.047
H -21.0139 -2.1275 -6.2594 0.247 -0.070 0.030
C -15.4131 3.3212 1.0496 0.690 -0.326 -1.304
C -15.3037 1.9580 0.3058 0.625 1.052 0.659
C -13.8492 1.3393 0.2420 0.729 0.207 0.077
O -12.7449 2.0801 -0.3584 -1.090 0.679 0.399
C -12.9874 2.4262 -1.7120 -0.827 -0.106 0.681
N -16.2521 1.0835 0.9627 0.783 -0.532 0.194
H -15.0159 3.2985 2.0644 -0.003 -0.121 -0.115
H -16.4501 3.6568 1.0588 -0.094 -0.180 0.144
H -14.8836 4.0483 0.4340 0.246 0.300 0.319
H -15.6485 2.1073 -0.7174 0.312 0.297 -0.447
H -13.8547 0.3783 -0.2724 -0.550 -0.298 -0.346
H -13.3921 1.0995 1.2020 -0.695 0.187 0.456
H -13.9219 2.9800 -1.8015 -0.205 0.078 -0.047
H -13.1298 1.4759 -2.2266 0.349 0.102 -0.835
H -12.2253 3.1098 -2.0859 0.350 -0.598 0.001
H -17.1656 1.4994 0.8505 -0.171 -0.186 0.079
H -16.2335 0.1825 0.5067 -0.463 -0.512 0.161
C -18.1819 -9.8373 1.3708 1.412 0.383 0.879
C -18.8337 -8.5517 0.9213 -0.545 0.638 -0.761
C -17.9180 -7.2638 0.8432 -0.902 -0.115 -0.284
O -18.7147 -6.1844 0.2615 0.851 0.166 -0.218
C -18.0024 -4.9221 0.2145 0.033 -0.513 0.941
N -19.3745 -8.8809 -0.4054 0.349 0.125 0.440
H -17.3252 -10.1529 0.7753 -0.034 0.186 -0.504
H -18.8574 -10.6921 1.4037 -0.201 0.381 0.104
H -17.7329 -9.6333 2.3429 -0.115 -0.413 0.438
H -19.6247 -8.3646 1.6476 -0.245 0.306 -0.133
H -17.0534 -7.4555 0.2078 0.099 -0.149 -0.374
H -17.5021 -6.9398 1.7973 -0.253 0.009 0.370
H -18.5550 -4.0960 -0.2331 -0.601 -0.505 -0.083
H -17.0478 -4.9295 -0.3117 0.104 -0.567 -0.215
H -17.7896 -4.6313 1.2432 0.105 0.187 0.130
H -18.5074 -8.8793 -0.9234 -0.258 -0.479 -0.868
H -19.9480 -8.1844 -0.8595 -0.093 0.336 0.317
C -15.2187 -2.2821 0.9114 -0.390 -0.667 -0.395
O -16.4401 -1.8238 0.3584 -0.164 0.823 1.198
H -14.3960 -2.0552 0.2333 0.366 0.077 0.157
H -15.0502 -1.8637 1.9037 -0.100 0.419 -0.200
H -15.2455 -3.3603 1.0688 0.127 -0.162 -0.135
H -16.5509 -2.0727 -0.5622 0.086 -0.712 -0.781
C -9.2513 -2.9881 -4.6110 1.983 0.393 1.129
O -9.3548 -2.4230 -3.2660 -1.304 -0.425 -0.786
H -8.4407 -3.7168 -4.6087 -0.302 -0.583 0.102
H -10.1708 -3.4717 -4.9407 0.002 0.396 0.328
H -8.8382 -2.2602 -5.3093 -0.742 0.439 -0.236
H -8.5360 -2.0685 -2.9117 0.269 -0.174 -0.516
C -10.4789 -0.5357 -0.2187 0.780 -0.572 0.297
O -9.1522 -0.2770 0.3193 -0.916 0.387 -0.690
H -10.3953 -1.2923 -0.9989 0.096 -0.143 0.160
H -11.0245 -0.9186 0.6438 -0.690 -0.034 -0.422
H -10.9665 0.3291 -0.6687 0.112 0.248 0.275
H -9.3568 0.4416 0.9220 0.613 0.187 0.256
C -10.9209 -6.2193 -3.8265 -0.203 -0.289 1.404
O -9.9874 -6.2919 -4.8385 0.846 -0.161 -1.425
H -10.3634 -6.1767 -2.8908 -0.419 0.467 0.510
H -11.5513 -5.3396 -3.9564 0.001 -0.122 0.056
H -11.4979 -7.1420 -3.7651 -0.577 0.097 -0.102
H -9.4740 -7.0743 -4.6245 0.318 0.027 -0.409